(1)
A cluster of 2 separate species, C5H16N2O in total, computed with ωB97M-V/def2-TZVPD.

Results
SMILES string: CNCCCCN.O
HOMO-LUMO gap: 9.43 eV
LUMO energy: 0.94 eV
Highest occupied orbital energy: -8.49 eV

Geometry as XYZ:
```
24
C5H16N2O, DFT ωB97M-V/def2-TZVPD
C -1.664 2.083 -0.147
N -2.048 1.021 0.770
C -0.946 0.163 1.211
C -0.836 -1.174 0.468
C -0.562 -1.069 -1.029
C 0.795 -0.466 -1.375
N 1.948 -1.286 -0.945
H -1.001 2.776 0.373
H -2.549 2.643 -0.438
H -1.151 1.752 -1.058
H -2.778 0.448 0.364
H -1.079 -0.069 2.269
H -0.011 0.719 1.143
H -1.771 -1.719 0.632
H -0.068 -1.767 0.972
H -1.352 -0.475 -1.498
H -0.620 -2.061 -1.494
H 0.862 -0.321 -2.457
H 0.896 0.523 -0.925
H 1.654 -1.935 -0.221
H 2.242 -1.884 -1.709
O 2.615 0.662 1.084
H 3.517 0.757 1.399
H 2.660 0.019 0.346
```

Electronic structure analysis, Mulliken charges in units of e: number 1, C, carries -0.7459; number 2, N, carries -0.3264; number 3, C, carries -0.6743; number 4, C, carries -0.5684; number 5, C, carries -0.5313; number 6, C, carries -0.5034; number 7, N, carries -0.6689; number 8, H, carries 0.2931; number 9, H, carries 0.3364; number 10, H, carries 0.1997; number 11, H, carries 0.2788; number 12, H, carries 0.3068; number 13, H, carries 0.2210; number 14, H, carries 0.2953; number 15, H, carries 0.3400; number 16, H, carries 0.3132; number 17, H, carries 0.3527; number 18, H, carries 0.3320; number 19, H, carries 0.2361; number 20, H, carries 0.1913; number 21, H, carries 0.2742; number 22, O, carries -0.6438; number 23, H, carries 0.2850; number 24, H, carries 0.4069

***

(2)
A cluster of 2 separate species, C5H16N2O in total at a distorted geometry, computed with ωB97M-V/def2-TZVPD.

Results
SMILES string: CNCCN(C)C.O
HOMO-LUMO gap: 9.04 eV
LUMO energy: 0.84 eV
Highest occupied orbital energy: -8.20 eV

Geometry as XYZ:
```
24
C5H16N2O, DFT ωB97M-V/def2-TZVPD
C 3.167 -1.600 0.048
N 1.858 -1.164 -0.341
C 0.842 -1.386 0.656
C -0.533 -1.081 0.044
N -1.068 0.308 -0.059
C -0.009 1.198 -0.584
C -1.830 0.819 1.008
H 3.408 -0.683 0.717
H 3.264 -2.571 0.425
H 4.016 -1.636 -0.699
H 1.546 -1.604 -1.247
H 1.090 -2.371 1.216
H 1.138 -0.707 1.537
H -1.154 -1.624 0.638
H -0.483 -1.444 -1.044
H 0.463 1.078 -1.499
H 0.716 1.196 0.085
H -0.305 2.243 -0.581
H -1.692 1.837 1.111
H -2.938 0.606 0.822
H -1.561 0.349 1.922
O -3.716 2.829 -1.190
H -3.122 3.377 -1.713
H -3.097 2.028 -1.273
```

Electronic structure analysis, Mulliken charges in units of e: number 1, C, carries -0.9371; number 2, N, carries -0.1863; number 3, C, carries -0.4634; number 4, C, carries -1.1789; number 5, N, carries 0.0757; number 6, C, carries -1.5172; number 7, C, carries -1.0877; number 8, H, carries 0.2634; number 9, H, carries 0.3543; number 10, H, carries 0.2868; number 11, H, carries 0.1906; number 12, H, carries 0.4136; number 13, H, carries 0.3416; number 14, H, carries 0.4775; number 15, H, carries 0.3885; number 16, H, carries 0.4341; number 17, H, carries 0.6140; number 18, H, carries 0.4285; number 19, H, carries 0.4288; number 20, H, carries 0.2186; number 21, H, carries 0.4555; number 22, O, carries -0.6447; number 23, H, carries 0.3125; number 24, H, carries 0.3310

***

(3)
A cluster of 2 separate species, C5H16N2O in total at a distorted geometry, computed with ωB97M-V/def2-TZVPD.

Results
Total charge: +1
HOMO-LUMO gap (alpha / beta): 10.70 / 5.40 eV
Spin multiplicity: 2
LUMO energy (alpha / beta): -3.02 / -7.94 eV
Highest occupied orbital energy (alpha / beta): -13.72 / -13.34 eV

Geometry as XYZ:
```
24
C5H16N2O, DFT ωB97M-V/def2-TZVPD
C -0.911 -0.063 -2.786
C -0.679 1.092 -1.808
N -0.243 0.581 -0.500
C -0.145 1.585 0.532
C 0.670 1.075 1.717
N -0.084 0.113 2.475
C 0.108 -1.268 2.180
H -0.540 0.125 -3.789
H -0.480 -0.992 -2.403
H -1.973 -0.252 -2.923
H 0.079 1.821 -2.096
H -1.626 1.654 -1.756
H -0.810 -0.213 -0.234
H 0.405 2.425 0.112
H -1.133 1.956 0.836
H 0.914 1.868 2.424
H 1.579 0.551 1.406
H -1.059 0.414 2.576
H 1.175 -1.501 2.301
H -0.047 -1.432 1.114
H -0.404 -1.926 2.878
H 1.391 -1.872 -1.007
H 2.202 -2.930 -0.248
O 1.609 -2.812 -1.000
```

Electronic structure analysis, Mulliken charges in units of e: number 1, C, carries -0.9754; number 2, C, carries -0.4484; number 3, N, carries -0.1700; number 4, C, carries -0.7466; number 5, C, carries -0.5560; number 6, N, carries 0.0150; number 7, C, carries -0.6935; number 8, H, carries 0.3289; number 9, H, carries 0.1837; number 10, H, carries 0.3229; number 11, H, carries 0.3943; number 12, H, carries 0.3014; number 13, H, carries 0.2472; number 14, H, carries 0.4100; number 15, H, carries 0.4137; number 16, H, carries 0.3517; number 17, H, carries 0.3621; number 18, H, carries 0.3159; number 19, H, carries 0.2965; number 20, H, carries 0.2892; number 21, H, carries 0.3536; number 22, H, carries 0.3151; number 23, H, carries 0.3116; number 24, O, carries -0.6228

***

Electronic energy for the records above, in order: -384.84098 -384.73414 -384.51633 a.u.
Relative energy (zero: lowest compared OMol25 entry of this formula, charge and spin) for the records above, in order: 10.7 77.8 16.9 kcal per mole